64
Properties=species:S:1:pos:R:3:mulliken_charge:R:1 method="wB97M-V/def2-TZVPD" largest_force_ha_per_bohr=0.012 lumo_energy_ev=-3.78 e_homo_ev=-11.0 charge=+1 relative_energy_ev=0.000 e_tot_ha=-2615.29135
Bi 1.34 1.53 1.45 1.289
S 1.74 4.98 -1.68 -0.208
C 3.23 4.14 -1.64 -0.528
C 3.21 3.10 -0.76 -0.617
C 1.95 2.98 -0.10 -0.351
C 1.06 3.95 -0.50 0.154
C -0.31 4.11 0.02 1.118
C -1.10 5.23 -0.22 -0.945
C -2.35 5.30 0.35 -0.408
C -2.80 4.26 1.16 -0.889
C -1.96 3.18 1.34 -0.430
N -0.75 3.10 0.78 0.283
H 4.04 4.46 -2.27 0.486
H 4.06 2.46 -0.59 0.467
H -0.72 6.04 -0.84 0.384
H -2.98 6.17 0.18 0.455
H -3.77 4.29 1.63 0.441
H -2.26 2.34 1.96 0.512
O 5.28 -0.05 1.86 -0.628
C 4.17 0.28 1.52 0.683
O 3.38 1.11 2.13 -0.817
C 3.61 -0.28 0.22 0.076
C 4.41 -0.99 -0.65 -0.589
C 3.87 -1.39 -1.86 -0.597
C 2.55 -1.07 -2.17 -0.599
C 1.81 -0.37 -1.24 -0.486
N 2.34 0.00 -0.06 0.561
H 5.43 -1.20 -0.36 0.612
H 4.48 -1.94 -2.58 0.475
H 2.10 -1.35 -3.11 0.535
H 0.78 -0.08 -1.42 0.266
C 1.68 -2.54 2.80 -0.742
Si 0.25 -3.47 2.09 0.131
C 0.78 -5.15 1.51 -1.074
C -1.15 -3.61 3.30 -1.079
C -0.33 -2.50 0.57 -0.614
Te -1.03 -0.55 1.07 -0.065
C -2.97 -0.71 0.23 -0.986
Si -3.03 -0.42 -1.64 0.077
C -1.96 -1.69 -2.48 -0.731
C -2.41 1.30 -1.97 -0.509
C -4.80 -0.61 -2.15 -1.045
H 2.14 -3.09 3.63 0.469
H 1.39 -1.56 3.20 0.227
H 2.46 -2.38 2.05 0.110
H 1.11 -5.75 2.37 0.344
H 1.61 -5.09 0.80 0.328
H -0.04 -5.69 1.03 0.336
H -0.80 -3.96 4.27 0.347
H -1.90 -4.33 2.95 0.316
H -1.65 -2.65 3.46 0.345
H -1.17 -2.98 0.06 0.490
H 0.48 -2.38 -0.15 0.239
H -3.59 0.02 0.76 0.579
H -3.30 -1.70 0.54 0.552
H -0.92 -1.63 -2.14 0.029
H -1.97 -1.53 -3.56 0.376
H -2.33 -2.70 -2.29 0.327
H -1.41 1.44 -1.55 -0.133
H -3.07 2.04 -1.51 0.254
H -2.37 1.51 -3.04 0.445
H -5.18 -1.61 -1.93 0.317
H -4.92 -0.44 -3.23 0.319
H -5.44 0.11 -1.64 0.315

---

71
Properties=species:S:1:pos:R:3:mulliken_charge:R:1 method="wB97M-V/def2-TZVPD" largest_force_ha_per_bohr=0.057 lumo_energy_ev=0.18 e_homo_ev=-8.6 smiles="C[C@H](Br)[C@@H](Br)[C@]1(CCCS)OC(=O)O[C@H]1C(F)(F)C(F)F.O=C1CCCO1.O=C1CCCO1.O=C1CCCO1" relative_energy_ev=0.000 e_tot_ha=-7518.48103
C 1.81 -3.79 -2.95 -1.461
C 0.97 -3.34 -1.76 -0.240
Br 0.14 -4.97 -1.05 -0.101
C -0.06 -2.23 -2.23 -0.597
Br -1.68 -3.01 -2.99 -0.043
C -0.41 -1.17 -1.15 1.755
C 0.53 -1.04 0.03 -1.885
C 0.38 -2.13 1.10 -0.316
C -0.49 -1.73 2.31 -0.656
S -2.09 -2.58 2.42 -0.226
O -1.70 -1.39 -0.55 -0.089
C -2.68 -0.63 -1.08 0.628
O -3.84 -0.57 -0.73 -0.577
O -2.13 0.10 -2.11 -0.440
C -0.74 0.15 -1.92 -0.908
C -0.42 1.47 -1.23 0.808
F -1.02 1.55 -0.01 -0.371
F 0.91 1.60 -1.02 -0.359
C -0.88 2.72 -2.00 0.026
F -2.19 2.95 -1.81 -0.247
F -0.65 2.56 -3.32 -0.314
H 2.77 -4.12 -2.56 0.433
H 2.03 -2.96 -3.60 0.317
H 1.34 -4.59 -3.50 0.375
H 1.65 -2.95 -1.02 0.651
H 0.39 -1.76 -3.09 0.582
H 0.44 -0.08 0.52 0.637
H 1.54 -1.11 -0.35 0.448
H 0.05 -3.08 0.69 -0.124
H 1.38 -2.31 1.49 0.354
H 0.07 -1.98 3.21 0.377
H -0.65 -0.66 2.29 0.272
H -1.80 -3.64 1.66 0.103
H -0.29 0.26 -2.90 0.872
H -0.30 3.57 -1.65 0.322
O -1.47 4.65 5.07 -0.547
C -1.25 4.69 3.90 0.618
C -1.75 5.71 2.89 -0.650
C -1.47 5.02 1.56 -0.441
C -0.27 4.16 1.90 0.197
O -0.44 3.80 3.28 -0.305
H -1.17 6.63 3.01 0.262
H -2.80 5.91 3.05 0.327
H -1.29 5.71 0.73 0.388
H -2.32 4.39 1.29 0.273
H 0.68 4.70 1.79 0.243
H -0.22 3.26 1.30 -0.364
O -0.22 -3.46 -5.64 -0.448
C 0.59 -3.28 -6.50 0.473
C 0.55 -3.77 -7.93 -0.514
C 1.99 -3.59 -8.39 -0.480
C 2.45 -2.41 -7.53 -0.469
O 1.72 -2.54 -6.30 -0.340
H -0.14 -3.14 -8.49 0.269
H 0.22 -4.81 -7.97 0.310
H 2.10 -3.40 -9.46 0.329
H 2.58 -4.47 -8.14 0.276
H 2.20 -1.45 -7.98 0.262
H 3.51 -2.44 -7.32 0.321
O 0.08 1.41 10.32 -0.567
C 0.27 1.50 9.14 0.480
C -0.27 2.56 8.19 -0.417
C -0.03 1.93 6.82 -0.049
C 1.18 1.05 7.09 -0.476
O 1.06 0.63 8.46 -0.351
H 0.31 3.47 8.33 0.274
H -1.32 2.75 8.39 0.299
H 0.12 2.65 6.03 -0.008
H -0.89 1.30 6.55 0.264
H 2.12 1.60 6.98 0.285
H 1.21 0.17 6.45 0.271

---

96
Properties=species:S:1:pos:R:3:mulliken_charge:R:1 method="wB97M-V/def2-TZVPD" largest_force_ha_per_bohr=0.099 lumo_energy_ev=-2.77 e_homo_ev=-11.1 charge=+1 e_tot_ha=-101391.22897
C -1.58 2.24 -0.42 -1.019
C -2.75 2.09 -1.45 0.111
C -2.65 0.74 -2.32 -0.087
C -3.52 0.99 -3.62 -0.411
C -2.69 1.09 -4.96 -0.370
C -1.36 1.95 -4.87 0.298
C -1.55 3.28 -5.74 -1.157
N -2.23 4.25 -4.82 0.358
C -1.45 5.06 -3.99 -0.232
C -2.48 5.77 -3.26 -0.437
N -3.73 5.34 -3.71 0.273
C -3.57 4.38 -4.69 -0.194
H -1.58 1.43 0.35 0.225
H -0.58 2.40 -0.90 0.279
H -1.78 3.20 0.15 0.315
H -3.75 2.15 -0.93 0.403
H -2.76 2.93 -2.21 -0.319
H -3.08 -0.06 -1.66 0.447
H -1.58 0.52 -2.55 -0.329
H -4.20 1.86 -3.43 0.124
H -4.19 0.09 -3.73 0.335
H -3.36 1.62 -5.70 0.035
H -2.53 0.08 -5.41 0.441
H -1.10 2.31 -3.84 0.229
H -0.52 1.32 -5.31 -0.133
H -0.55 3.71 -6.02 0.303
H -2.15 3.10 -6.66 0.435
H -0.35 5.14 -3.89 0.412
H -2.31 6.52 -2.46 0.282
H -4.65 5.63 -3.40 0.240
H -4.32 3.77 -5.27 0.155
C -0.42 -2.59 -1.16 -0.378
Br 0.62 -1.37 -2.23 0.113
Br -0.91 -1.80 0.54 0.098
Br -1.96 -3.26 -2.12 -0.054
H 0.21 -3.45 -0.94 0.278
C 4.85 -0.65 -2.41 -0.319
Br 4.88 -0.35 -0.50 0.017
Br 3.85 0.71 -3.34 -0.068
Br 6.63 -0.85 -3.13 0.054
H 4.34 -1.59 -2.57 0.302
C 0.63 -0.01 4.22 -0.082
Br -1.13 -0.57 3.65 -0.074
Br 0.87 -0.25 6.13 0.010
Br 2.03 -0.88 3.21 0.062
H 0.71 1.05 4.03 -0.017
C 1.58 -4.64 6.62 0.083
Br 0.68 -3.69 5.20 0.091
Br 2.92 -5.86 5.94 -0.061
Br 2.31 -3.43 7.94 -0.005
H 0.83 -5.24 7.13 -0.023
C -7.05 2.67 -7.35 -0.413
Br -6.10 2.81 -5.67 0.049
Br -8.64 3.77 -7.36 0.003
Br -5.90 3.05 -8.86 -0.016
H -7.38 1.64 -7.45 0.407
C 0.76 -1.36 -6.94 -0.365
Br -0.45 0.11 -7.35 -0.033
Br 2.23 -0.78 -5.83 0.017
Br -0.18 -2.87 -6.19 -0.004
H 1.19 -1.69 -7.88 0.356
C 1.01 -7.31 2.66 0.276
Br -0.62 -8.29 3.03 -0.010
Br 2.41 -8.48 2.03 -0.005
Br 0.70 -5.84 1.44 0.014
H 1.35 -6.88 3.59 -0.288
C 0.49 5.30 2.30 -0.363
Br -1.04 6.44 1.96 -0.022
Br -0.03 3.44 2.42 0.084
Br 1.89 5.57 1.00 -0.011
H 0.89 5.58 3.27 0.354
C -0.78 -4.89 10.59 -0.363
Br -1.00 -3.03 10.11 0.004
Br -1.14 -6.07 9.09 -0.028
Br 0.96 -5.23 11.36 0.047
H -1.52 -5.12 11.35 0.345
C -3.77 9.54 -2.48 -0.351
Br -5.02 8.21 -1.84 -0.034
Br -2.12 9.51 -1.47 0.016
Br -3.46 9.39 -4.38 0.003
H -4.23 10.51 -2.31 0.376
C 6.68 -3.09 7.76 -0.297
Br 8.61 -3.11 7.61 -0.042
Br 6.08 -1.77 9.04 -0.023
Br 5.82 -2.86 6.05 0.005
H 6.38 -4.06 8.14 0.332
C 1.67 -8.46 13.91 -0.165
Br -0.09 -9.01 13.32 -0.006
Br 1.91 -8.73 15.81 -0.008
Br 3.07 -9.31 12.88 -0.001
H 1.75 -7.39 13.73 0.159
C 9.14 -1.69 -6.05 -0.259
Br 8.26 -0.75 -7.49 0.004
Br 10.51 -2.89 -6.70 -0.020
Br 9.82 -0.47 -4.71 -0.036
H 8.38 -2.30 -5.56 0.275